No. 1
{
  "formula": "CH7N2O",
  "method": "ωB97M-V with the def2-TZVPD basis set",
  "symbols": ["O", "H", "N", "C", "N", "H", "H", "H", "H", "H", "H"],
  "coordinates": [[-1.842308, -1.030872, -0.495942], [-2.479035, -0.272655, -0.722632], [0.146546, -0.124280, 1.345800], [0.730166, 0.739924, 0.337616], [0.721711, 0.193719, -1.090547], [0.691452, -1.001704, 1.344659], [-0.768362, -0.433364, 0.855776], [1.770043, 1.077076, 0.521744], [0.092413, 1.662544, 0.216981], [-0.292719, -0.108796, -1.055528], [1.230089, -0.701588, -1.257929]],
  "forces_ev_per_angstrom": [[-1.23, 1.94, -0.37], [1.23, -1.70, 0.49], [-0.42, -0.59, -0.72], [0.57, 0.32, -1.86], [-1.08, -0.10, 0.89], [-0.23, 0.54, 0.09], [0.71, 0.10, 0.62], [-0.45, -0.21, 0.48], [0.61, -0.82, 0.42], [0.61, -0.37, -0.91], [-0.30, 0.90, 0.87]],
  "charge": -1,
  "multiplicity": 1
}

No. 2
{
  "formula": "CH7N2O",
  "method": "ωB97M-V with the def2-TZVPD basis set",
  "symbols": ["O", "H", "N", "C", "N", "H", "H", "H", "H", "H", "H"],
  "coordinates": [[-0.585729, 0.722591, -2.306384], [-0.622425, 0.454732, -3.252888], [0.113709, 1.043186, 0.227721], [0.599438, -0.041190, 0.988709], [0.092083, -1.355439, 0.818936], [-0.925657, 1.147410, 0.319050], [0.148199, 0.743857, -0.689765], [0.444454, 0.104979, 2.054078], [1.701294, -0.064148, 0.975551], [-0.054561, -1.403574, -0.285091], [-0.910805, -1.352401, 1.150081]],
  "forces_ev_per_angstrom": [[-0.14, -0.56, -1.17], [0.06, 0.27, 1.02], [-1.54, 1.05, 2.42], [1.22, 0.81, 2.72], [-2.44, -1.52, -3.73], [1.19, -0.13, 0.24], [0.28, -0.16, -3.56], [-0.15, 0.69, 0.56], [-0.13, -0.09, -0.72], [0.31, -0.34, 2.67], [1.34, -0.01, -0.45]],
  "charge": -1,
  "multiplicity": 1
}

No. 3
{
  "formula": "CH7N2O",
  "method": "ωB97M-V with the def2-TZVPD basis set",
  "symbols": ["N", "H", "H", "H", "H", "C", "N", "O", "H", "H", "H"],
  "coordinates": [[0.137138, -0.561865, 2.265307], [0.326386, 0.020774, 3.079586], [-0.771560, -0.899540, 2.294945], [0.889900, 0.078317, 1.019273], [0.644733, -1.509623, 2.252703], [0.123593, 0.006491, -1.591824], [-0.544107, 1.035679, -2.094168], [0.911554, 0.073058, -0.529376], [0.046798, -1.018965, -2.052762], [-1.098625, 0.813292, -2.921378], [-0.665810, 1.962382, -1.722305]],
  "forces_ev_per_angstrom": [[4.94, -0.44, -2.22], [0.20, -0.50, 0.03], [-2.66, 0.17, -0.56], [-2.67, -1.35, -0.12], [-0.21, 2.07, 0.64], [2.19, 0.15, 3.83], [-0.34, -1.76, -0.93], [-2.09, -0.03, -1.39], [-0.07, 1.35, -0.02], [0.21, 0.31, 0.30], [0.50, 0.01, 0.45]],
  "charge": 1,
  "multiplicity": 1
}

Calculated ΔE to the lowest compared entry with this formula, charge and spin (eV), listed in the same order as above: 0.436 0.932 2.414
Calculated energy (eV), listed in the same order as above: -6177.9018 -6177.4061 -6170.0916
Calculated gap between HOMO and LUMO (eV), listed in the same order as above: 8.0 7.4 11.4